H22O11Xe | ωB97M-V/def2-TZVPD

```
34
Properties=species:S:1:pos:R:3
Xe 0.14 0.77 -0.16
O -3.23 -1.33 0.65
H -4.04 -1.77 0.39
H -3.35 -0.42 0.36
O -3.50 1.86 -1.10
H -3.85 2.49 -1.74
H -2.63 1.64 -1.44
O -1.52 0.92 -4.11
H -1.36 0.25 -3.45
H -2.46 0.88 -4.27
O 0.07 -3.23 1.52
H -0.30 -3.01 0.66
H 0.98 -3.45 1.33
O -1.50 2.89 2.19
H -1.47 1.95 2.33
H -0.61 3.19 2.35
O 2.36 -2.03 -1.16
H 3.16 -1.52 -1.24
H 2.10 -1.92 -0.24
O 1.81 0.42 -3.04
H 1.71 1.15 -2.42
H 1.71 -0.37 -2.50
O 1.39 0.41 3.18
H 1.19 1.34 3.18
H 0.80 0.04 3.85
O -1.17 -2.75 -0.81
H -1.81 -2.19 -0.38
H -1.03 -2.34 -1.67
O 3.02 -1.26 1.61
H 2.73 -2.09 1.99
H 2.47 -0.60 2.03
O 2.63 3.30 1.08
H 3.38 2.94 0.62
H 2.19 3.85 0.43
```

Output
Energy, eV: -31842.0016
Max |F|, eV/Å: 1.07
Total charge: 0
Kohn-Sham gap, eV: 10.77

Mulliken population analysis, charges in e, atoms 1 to 8:
1 Xe 0.00
2 O -0.69
3 H 0.31
4 H 0.33
5 O -0.58
6 H 0.28
7 H 0.29
8 O -0.60

H23O12 | ωB97M-V/def2-TZVPD

```
35
Properties=species:S:1:pos:R:3
O -2.57 0.73 2.08
H 0.22 -0.21 0.84
H 0.09 0.96 3.42
O -0.99 -1.62 2.76
H -0.91 -0.69 2.67
H -0.32 -2.12 2.33
O -0.44 1.67 -4.65
H -0.57 0.79 -4.16
O -0.13 0.95 4.32
H 1.71 0.81 -1.46
H 0.53 0.26 4.67
O -0.29 0.42 0.93
H -2.18 -1.72 -0.47
H 1.90 3.52 1.11
O -0.21 0.88 -1.41
H -3.07 0.90 -3.51
H -0.81 2.38 -3.90
O 2.51 0.35 -1.34
H 2.59 0.13 -2.27
H -0.07 0.75 -0.42
O 3.01 -3.63 -1.93
H 2.87 -2.78 -1.89
H 3.06 -3.94 -1.10
O -2.79 -1.29 0.23
H -2.10 -1.05 0.83
H -2.64 1.04 3.03
O -2.28 1.34 -3.21
H -1.62 0.62 1.63
H 1.23 -3.97 1.00
O 0.38 -3.32 1.12
H -1.98 0.90 -2.39
H -0.76 1.66 -1.10
O 2.68 3.99 0.96
H 0.72 -2.50 0.84
H 3.23 3.81 0.43
```

Output
Energy, eV: -24934.1641
Expectation value of S²: 0.758
2S+1: 2
Max |F|, eV/Å: 17.06
Total charge: 0
Kohn-Sham gap (alpha / beta), eV: 9.59 / 4.35

Mulliken population analysis, charges in e, atoms 1 to 8:
1 O -0.57
2 H 0.14
3 H 0.32
4 O -0.53
5 H 0.15
6 H 0.40
7 O -0.63
8 H 0.33

H24NeO12 | ωB97M-V/def2-TZVPD

```
37
Properties=species:S:1:pos:R:3
Ne -0.39 -0.19 -0.20
O 1.56 0.22 -2.47
H 2.20 0.63 -3.05
H 2.07 -0.42 -1.97
O 3.15 -2.11 -1.30
H 2.55 -2.41 -0.62
H 3.81 -1.60 -0.83
O 1.91 -2.70 1.30
H 2.50 -3.14 1.91
H 1.03 -2.86 1.67
O -2.33 -2.59 -0.31
H -1.73 -2.73 -1.04
H -1.93 -3.08 0.42
O -3.72 -0.26 0.88
H -3.21 -0.74 0.23
H -4.08 0.48 0.40
O 0.89 2.14 1.86
H 0.91 2.77 2.58
H 0.09 1.65 1.99
O 1.35 2.58 -1.06
H 1.57 1.68 -1.32
H 1.91 3.13 -1.61
O -1.35 -1.38 3.74
H -1.44 -0.55 3.27
H -0.40 -1.47 3.88
O -1.46 0.60 -4.28
H -2.12 -0.07 -4.09
H -0.66 0.27 -3.87
O -1.34 2.91 -2.53
H -0.62 2.72 -1.94
H -1.33 2.19 -3.16
O 2.67 0.17 1.50
H 2.08 -0.57 1.65
H 2.16 0.94 1.74
O -1.75 1.12 2.29
H -2.48 0.68 1.84
H -2.09 1.99 2.48
```

Output
Energy, eV: -28469.3308
Max |F|, eV/Å: 1.18
Total charge: 0
Kohn-Sham gap, eV: 9.94

Mulliken population analysis, charges in e, atoms 1 to 8:
1 Ne 0.01
2 O -0.60
3 H 0.30
4 H 0.33
5 O -0.69
6 H 0.33
7 H 0.33
8 O -0.61

H24NeO12 | ωB97M-V/def2-TZVPD

```
37
Properties=species:S:1:pos:R:3
Ne -0.23 0.37 0.46
O 1.51 -0.28 2.93
H 2.43 -0.06 3.08
H 1.43 -1.19 3.24
O 1.16 2.08 -1.25
H 0.37 1.70 -1.63
H 1.42 2.76 -1.87
O -3.27 -0.61 -1.68
H -2.64 0.06 -1.95
H -3.64 -0.93 -2.50
O 2.11 -2.00 -0.39
H 1.24 -2.19 -0.05
H 2.64 -2.75 -0.13
O -2.55 1.48 2.27
H -1.98 1.95 2.88
H -2.29 0.56 2.36
O -1.02 0.56 -2.91
H -0.57 -0.28 -2.79
H -0.82 0.81 -3.81
O -0.34 -2.98 0.27
H -1.18 -3.18 -0.14
H -0.04 -3.82 0.61
O -1.52 -1.21 2.36
H -0.82 -1.59 1.83
H -1.12 -1.07 3.22
O -2.08 3.17 0.22
H -2.27 2.50 0.88
H -2.62 2.93 -0.53
O 1.90 3.13 1.18
H 1.46 2.79 0.39
H 2.08 2.35 1.70
O 0.57 -1.63 -2.70
H 1.31 -1.61 -2.09
H 0.29 -2.55 -2.71
O 3.43 0.32 -0.26
H 2.99 -0.47 0.07
H 2.71 0.90 -0.52
```

Output
Energy, eV: -28469.1514
Max |F|, eV/Å: 1.06
Total charge: 0
Kohn-Sham gap, eV: 9.46

Mulliken population analysis, charges in e, atoms 1 to 8:
1 Ne 0.06
2 O -0.56
3 H 0.28
4 H 0.27
5 O -0.60
6 H 0.28
7 H 0.22
8 O -0.64

H24O12 | ωB97M-V/def2-TZVPD

```
36
Properties=species:S:1:pos:R:3
H -0.04 -0.33 0.09
H -0.52 -0.11 1.35
H 1.06 -1.80 -0.95
H 1.41 -1.63 -2.34
H -1.53 3.14 -1.83
H -2.48 4.29 -1.56
H 4.04 -2.07 -0.25
H 3.23 -3.43 -0.57
H -5.84 -0.71 -0.98
H -4.56 -0.08 -0.42
H -0.88 -1.40 -1.80
H -0.54 0.03 -1.98
H 1.07 0.04 -2.99
H 1.63 0.91 -1.95
H 2.55 3.14 -0.22
H 2.19 1.77 0.41
H 3.33 0.67 3.08
H 3.46 0.15 1.59
H -2.88 -1.33 2.99
H -2.79 -0.86 1.53
H -1.62 -2.16 0.45
H -1.85 -3.29 1.38
H 0.72 2.43 3.68
H 1.04 2.93 2.27
O -0.39 0.39 0.60
O 1.52 -1.21 -1.44
O -2.42 3.45 -2.04
O 3.95 -2.90 -0.86
O -5.38 -0.56 -0.19
O -0.24 -0.80 -2.32
O 1.53 0.90 -2.89
O 1.89 2.64 0.32
O 2.85 0.21 2.33
O -3.21 -1.42 2.10
O -1.39 -3.16 0.55
O 1.07 2.16 2.85
```

Output
Energy, eV: -24955.7754
Max |F|, eV/Å: 7.33
Total charge: 0
Kohn-Sham gap, eV: 9.60
SMILES: O.O.O.O.O.O.O.O.O.O.O.O

Mulliken population analysis, charges in e, atoms 1 to 8:
1 H 0.23
2 H 0.26
3 H 0.26
4 H 0.36
5 H 0.31
6 H 0.32
7 H 0.31
8 H 0.29

H24O12 | ωB97M-V/def2-TZVPD

```
36
Properties=species:S:1:pos:R:3
H -0.75 -1.30 -0.91
H 0.09 -0.06 -1.14
H 2.82 -2.76 -1.89
H 2.96 -4.26 -1.68
H 4.21 1.17 -2.02
H 3.56 0.76 -0.71
H 1.82 2.81 0.68
H 1.65 4.18 0.06
H -1.53 -1.98 3.84
H -2.01 -2.70 2.58
H 4.26 -1.20 0.09
H 4.73 -1.76 -1.24
H -0.19 4.53 0.20
H -1.00 3.28 0.47
H -2.72 0.52 -1.23
H -1.47 1.27 -1.68
H -5.50 -1.68 -2.20
H -5.05 -2.02 -0.79
H -5.78 1.36 0.09
H -4.52 0.52 0.03
H 2.27 0.09 2.30
H 2.27 0.21 0.79
H -1.18 -0.13 1.80
H 0.14 0.48 2.24
O 0.08 -1.01 -1.29
O 2.63 -3.46 -1.26
O 4.39 1.09 -1.08
O 1.58 3.24 -0.14
O -1.75 -2.86 3.50
O 5.03 -1.59 -0.34
O -0.97 4.22 0.66
O -2.42 1.38 -1.54
O -5.23 -2.42 -1.64
O -5.23 0.86 -0.52
O 2.31 0.74 1.59
O -0.30 -0.37 2.11
```

Output
Energy, eV: -24958.2537
Max |F|, eV/Å: 0.46
Total charge: 0
Kohn-Sham gap, eV: 10.02
SMILES: O.O.O.O.O.O.O.O.O.O.O.O

Mulliken population analysis, charges in e, atoms 1 to 8:
1 H 0.28
2 H 0.24
3 H 0.28
4 H 0.31
5 H 0.32
6 H 0.18
7 H 0.35
8 H 0.30

H24O12 | ωB97M-V/def2-TZVPD

```
36
Properties=species:S:1:pos:R:3
O 0.70 -3.68 1.50
H 0.49 -2.82 1.82
H 0.71 -4.29 2.23
O 0.87 3.38 1.82
H 1.52 4.08 1.35
H 0.66 2.80 1.09
O -0.99 -1.61 2.66
H -1.67 -2.14 2.18
H -0.51 -1.25 1.90
O -1.84 1.66 0.91
H -2.21 1.19 1.65
H -2.20 2.53 0.79
O 2.63 1.46 1.79
H 2.61 2.17 2.43
H 2.78 0.63 2.29
O 1.84 -1.94 -3.84
H 1.59 -1.15 -3.33
H 1.41 -2.74 -3.56
O 2.21 4.02 -0.26
H 2.64 3.47 0.41
H 2.43 3.61 -1.11
O -1.13 -2.27 -0.63
H -0.38 -1.99 -1.16
H -1.78 -2.14 -1.37
O -0.13 0.46 -0.88
H -0.55 1.10 -0.23
H -0.48 0.82 -1.70
O 2.63 0.79 -1.23
H 1.90 0.24 -0.93
H 2.61 1.74 -1.13
O -2.73 -1.82 -2.92
H -3.49 -1.49 -3.41
H -2.62 -2.58 -3.49
O -3.83 -0.45 1.24
H -4.02 -0.61 0.31
H -3.14 -1.06 1.48
```

Output
Energy, eV: -24958.2446
Max |F|, eV/Å: 4.32
Total charge: 0
Kohn-Sham gap, eV: 10.57
SMILES: O.O.O.O.O.O.O.O.O.O.O.O

Mulliken population analysis, charges in e, atoms 1 to 8:
1 O -0.59
2 H 0.33
3 H 0.29
4 O -0.70
5 H 0.38
6 H 0.40
7 O -0.67
8 H 0.33

H24O12 | ωB97M-V/def2-TZVPD

```
36
Properties=species:S:1:pos:R:3
H -0.04 -0.59 0.70
H 0.81 -0.63 -0.56
H 3.69 -0.16 2.68
H 4.70 0.37 1.68
H -4.43 1.03 -2.13
H -2.93 1.19 -1.92
H -4.67 -2.40 -0.28
H -3.21 -1.97 -0.16
H -0.15 -3.41 0.22
H 0.07 -3.97 1.61
H 0.59 -1.38 -2.27
H 0.21 -2.35 -1.16
H 2.31 2.02 -1.22
H 1.94 0.78 -2.01
H -0.28 0.88 3.44
H -1.48 0.10 2.92
H -1.61 2.48 -1.40
H -1.06 1.95 -0.09
H 1.69 1.85 -3.18
H 1.25 3.17 -2.57
H -2.03 3.12 3.02
H -0.74 2.45 3.48
H 2.38 -2.35 -1.05
H 2.22 -1.92 0.40
O 0.54 -1.17 0.20
O 3.90 -0.15 1.74
O -3.71 0.74 -1.56
O -3.81 -2.47 -0.72
O -0.04 -3.14 1.14
O 0.10 -2.20 -2.10
O 2.60 1.12 -1.40
O -0.70 0.01 3.48
O -1.51 2.71 -0.47
O 1.72 2.80 -3.33
O -1.11 3.31 3.23
O 2.79 -1.81 -0.37
```

Output
Energy, eV: -24956.7911
Max |F|, eV/Å: 2.20
Total charge: 0
Kohn-Sham gap, eV: 9.78
SMILES: O.O.O.O.O.O.O.O.O.O.O.O

Mulliken population analysis, charges in e, atoms 1 to 8:
1 H 0.04
2 H 0.15
3 H 0.29
4 H 0.28
5 H 0.30
6 H 0.27
7 H 0.31
8 H 0.27

H24O12 | ωB97M-V/def2-TZVPD

```
36
Properties=species:S:1:pos:R:3
O -8.02 -14.10 -7.65
H -8.33 -14.89 -7.19
H -7.66 -14.31 -8.51
O -7.44 -11.82 -9.58
H -7.48 -11.68 -8.65
H -6.70 -11.27 -9.84
O -10.85 -15.89 -5.05
H -9.96 -15.69 -5.27
H -11.33 -15.04 -4.95
O -10.51 -12.62 -6.03
H -9.83 -13.18 -5.65
H -11.21 -12.63 -5.38
O -10.57 -14.61 -8.52
H -9.74 -14.19 -8.30
H -11.17 -14.00 -8.18
O -7.66 -11.37 -6.91
H -7.92 -12.25 -7.01
H -6.74 -11.32 -6.81
O -8.49 -14.07 -4.72
H -8.96 -13.64 -3.97
H -7.70 -13.54 -4.82
O -7.22 -15.20 -9.92
H -7.65 -15.73 -10.54
H -6.60 -15.83 -9.48
O -5.25 -14.00 -11.35
H -6.14 -14.32 -11.07
H -5.53 -13.15 -11.75
O -7.32 -16.72 -3.87
H -7.52 -16.25 -4.70
H -7.82 -16.27 -3.15
O -9.28 -17.47 -9.46
H -10.12 -17.41 -8.95
H -9.02 -16.53 -9.38
O -8.14 -16.51 -6.58
H -8.23 -17.39 -6.90
H -7.22 -16.33 -6.53
```

Output
Energy, eV: -24959.3724
Max |F|, eV/Å: 3.53
Total charge: 0
Kohn-Sham gap, eV: 10.69
SMILES: O.O.O.O.O.O.O.O.O.O.O.O

Mulliken population analysis, charges in e, atoms 1 to 8:
1 O -0.54
2 H 0.31
3 H 0.36
4 O -0.58
5 H 0.33
6 H 0.27
7 O -0.66
8 H 0.32

H24O12 | ωB97M-V/def2-TZVPD

```
36
Properties=species:S:1:pos:R:3
O -1.60 -2.91 -1.18
H -1.40 -3.62 -0.57
H -1.87 -2.18 -0.62
O 0.27 -0.32 0.22
H -0.28 -0.30 1.00
H -0.25 0.14 -0.45
O -0.31 -1.64 3.73
H 0.37 -0.98 3.60
H -0.98 -1.43 3.08
O -2.23 -1.32 1.78
H -2.83 -0.69 2.19
H -2.80 -1.98 1.40
O 0.35 1.43 3.13
H 1.01 2.12 3.26
H -0.42 1.89 2.79
O 2.42 1.95 0.33
H 1.73 2.61 0.45
H 2.06 1.15 0.73
O 0.13 1.18 -3.36
H 0.06 0.23 -3.32
H 0.16 1.39 -4.29
O -1.37 1.99 -0.86
H -0.84 1.98 -1.66
H -2.27 2.06 -1.18
O 2.69 -1.65 1.65
H 3.43 -1.55 1.04
H 1.91 -1.56 1.10
O -0.62 -1.27 -3.22
H -0.35 -1.94 -3.85
H -1.03 -1.77 -2.51
O 1.96 -1.27 -1.85
H 1.00 -1.21 -1.81
H 2.17 -1.05 -2.76
O 0.28 3.64 0.68
H -0.07 3.02 0.04
H -0.47 3.85 1.25
```

Output
Energy, eV: -24960.0043
Max |F|, eV/Å: 1.18
Total charge: 0
Kohn-Sham gap, eV: 9.49
SMILES: O.O.O.O.O.O.O.O.O.O.O.O

Mulliken population analysis, charges in e, atoms 1 to 8:
1 O -0.70
2 H 0.34
3 H 0.26
4 O 0.06
5 H 0.06
6 H 0.12
7 O -0.64
8 H 0.31

H24O12 | ωB97M-V/def2-TZVPD

```
36
Properties=species:S:1:pos:R:3
O 0.64 -3.35 -1.76
H 0.26 -2.50 -1.93
H 1.41 -3.17 -1.23
O -1.63 -2.29 0.83
H -2.00 -2.83 0.14
H -0.82 -1.87 0.53
O -1.32 -1.13 -2.52
H -2.20 -1.46 -2.28
H -1.23 -1.04 -3.44
O 1.34 1.81 1.01
H 0.93 2.69 0.87
H 2.18 2.19 0.86
O 3.11 -0.77 1.34
H 3.66 -0.89 2.10
H 2.22 -0.69 1.58
O 3.15 0.00 -1.29
H 3.28 -0.04 -0.34
H 2.30 -0.38 -1.41
O 1.11 1.69 3.52
H 1.10 1.68 2.56
H 0.17 1.69 3.77
O -1.58 2.22 1.59
H -2.45 2.66 1.53
H -1.20 2.23 0.71
O -2.91 1.16 -2.92
H -2.89 0.32 -2.39
H -3.78 1.00 -3.35
O 0.29 -0.57 -0.30
H -0.43 -0.44 -0.86
H 0.30 0.27 0.11
O -1.04 1.89 -1.17
H -1.66 1.58 -1.82
H -0.20 1.85 -1.62
O 0.22 -1.01 2.75
H 0.32 -1.84 2.23
H -0.66 -0.66 2.63
```

Output
Energy, eV: -24959.3645
Max |F|, eV/Å: 3.12
Total charge: 0
Kohn-Sham gap, eV: 9.31
SMILES: O.O.O.O.O.O.O.O.O.O.O.O

Mulliken population analysis, charges in e, atoms 1 to 8:
1 O -0.64
2 H 0.30
3 H 0.34
4 O -0.66
5 H 0.28
6 H 0.38
7 O -0.54
8 H 0.28

H24O12 | ωB97M-V/def2-TZVPD

```
36
Properties=species:S:1:pos:R:3
H 0.58 0.05 -0.68
H -0.33 0.85 0.23
H 1.13 -3.32 -0.98
H 2.47 -3.98 -1.26
H 1.64 -0.82 3.31
H 0.77 -0.96 4.55
H -0.11 3.56 -0.91
H -0.21 4.05 -2.34
H -2.72 3.19 0.25
H -1.95 2.02 0.86
H 3.67 0.73 -3.68
H 2.88 1.74 -4.50
H 0.35 2.20 2.98
H 0.91 1.18 2.00
H -2.72 -4.01 -1.57
H -2.38 -2.73 -2.31
H -3.07 -0.13 -2.12
H -3.50 -1.59 -2.11
H 2.91 1.63 -2.04
H 3.44 1.88 -0.63
H -0.77 0.44 3.63
H -1.81 -0.67 3.64
H -0.65 -2.32 2.34
H -2.04 -2.83 2.00
O 0.59 0.74 -0.01
O 1.57 -3.92 -1.60
O 1.69 -0.91 4.27
O 0.40 3.66 -1.71
O -1.90 2.69 0.17
O 2.77 0.95 -3.96
O 1.09 2.05 2.39
O -3.09 -3.16 -1.83
O -2.72 -1.03 -2.06
O 3.53 1.28 -1.39
O -0.96 -0.42 3.25
O -1.44 -2.10 1.83
```

Output
Energy, eV: -24958.0741
Max |F|, eV/Å: 2.67
Total charge: 0
Kohn-Sham gap, eV: 10.33
SMILES: O.O.O.O.O.O.O.O.O.O.O.O

Mulliken population analysis, charges in e, atoms 1 to 8:
1 H 0.25
2 H 0.23
3 H 0.31
4 H 0.32
5 H 0.29
6 H 0.35
7 H 0.32
8 H 0.29

H24O12 | ωB97M-V/def2-TZVPD

```
36
Properties=species:S:1:pos:R:3
O -0.73 -3.24 -1.05
H -1.58 -3.05 -1.43
H -0.47 -2.47 -0.57
O 0.00 -0.49 -0.13
H 0.19 0.41 -0.27
H -0.63 -0.55 0.56
O 1.14 1.35 2.62
H 1.50 1.03 3.43
H 1.62 1.01 1.83
O -1.37 1.69 1.67
H -0.45 1.60 2.06
H -1.95 1.24 2.28
O -3.27 0.19 3.12
H -4.12 -0.12 3.44
H -2.88 -0.49 2.52
O -0.71 2.37 -3.44
H -0.30 1.77 -2.79
H -0.82 1.82 -4.23
O 0.01 2.27 -0.78
H 0.60 2.74 -0.26
H -0.77 2.34 -0.26
O 1.00 0.29 -3.01
H 0.19 -0.24 -3.21
H 1.55 0.00 -3.73
O 2.88 1.33 -1.19
H 3.49 1.80 -1.72
H 2.20 1.03 -1.85
O 1.36 -1.44 2.90
H 1.55 -1.48 1.97
H 0.85 -0.62 2.90
O -1.57 -1.43 1.72
H -1.60 -2.11 2.47
H -2.41 -1.47 1.18
O 1.88 -2.57 -1.96
H 2.45 -2.52 -2.75
H 1.17 -1.99 -2.05
```

Output
Energy, eV: -24959.1953
Max |F|, eV/Å: 3.09
Total charge: 0
Kohn-Sham gap, eV: 10.63
SMILES: O.O.O.O.O.O.O.O.O.O.O.O

Mulliken population analysis, charges in e, atoms 1 to 8:
1 O -0.61
2 H 0.31
3 H 0.31
4 O -0.51
5 H 0.15
6 H 0.44
7 O -0.70
8 H 0.29